The following is a DFT calculation (ωB97M-V/def2-TZVPD) of a molecular structure, C48H120Li2N7O16 in a non-equilibrium geometry.

The geometry in ORCA input format:
```
! RIJCOSX wB97M-V def2-TZVPD def2/J DEFGRID3
* xyz 0 2
Li -0.272 2.627 2.530
Li 1.549 3.184 0.685
C -0.963 -0.444 1.018
C 0.449 0.029 0.749
C 0.922 -0.154 -0.738
O 0.575 1.348 1.080
H -1.657 0.294 0.615
H -1.239 -0.642 2.054
H -1.088 -1.338 0.407
H 1.127 -0.583 1.342
H 1.868 0.354 -0.928
H 0.184 0.130 -1.488
H 1.101 -1.222 -0.864
C -3.411 -6.859 -1.569
O -3.266 -5.522 -2.189
C -2.202 -4.652 -1.605
C -2.577 -3.315 -2.297
N -3.639 -2.506 -1.659
C -4.987 -3.109 -1.932
C -6.117 -2.418 -1.179
O -7.227 -3.274 -1.039
C -8.390 -2.612 -0.581
H -2.584 -7.551 -1.729
H -4.271 -7.322 -2.053
H -3.411 -6.782 -0.482
H -1.215 -5.100 -1.723
H -2.350 -4.533 -0.532
H -2.692 -3.298 -3.381
H -1.725 -2.675 -2.069
H -3.571 -2.547 -0.652
H -4.984 -4.072 -1.422
H -5.203 -3.395 -2.962
H -6.413 -1.442 -1.563
H -5.754 -2.179 -0.180
H -8.219 -2.040 0.332
H -9.204 -3.332 -0.493
H -8.796 -1.977 -1.369
C -1.965 -5.288 -5.818
O -1.280 -4.046 -6.148
C -0.376 -3.527 -5.162
C 0.915 -4.071 -5.938
N 2.168 -3.632 -5.470
C 2.367 -4.016 -4.062
C 3.578 -3.189 -3.502
O 3.439 -1.756 -3.685
C 4.116 -0.888 -2.792
H -1.306 -6.030 -5.369
H -2.345 -5.761 -6.724
H -2.840 -5.080 -5.203
H -0.557 -3.821 -4.129
H -0.267 -2.455 -5.330
H 0.752 -3.719 -6.957
H 0.960 -5.158 -6.004
H 2.271 -2.644 -5.649
H 2.599 -5.064 -3.875
H 1.512 -3.814 -3.416
H 4.596 -3.432 -3.807
H 3.499 -3.368 -2.429
H 3.788 -0.929 -1.753
H 4.384 0.103 -3.157
H 5.128 -1.275 -2.677
C 1.731 2.792 4.915
O 0.528 2.281 4.286
C -0.636 2.486 5.108
C -1.907 1.887 4.398
N -2.220 2.652 3.133
C -2.527 4.055 3.418
C -2.913 4.754 2.015
O -3.945 4.107 1.298
C -4.691 5.018 0.497
H 1.541 3.837 5.162
H 2.617 2.738 4.282
H 2.052 2.269 5.816
H -0.681 3.510 5.481
H -0.568 1.970 6.066
H -2.733 1.774 5.100
H -1.821 0.848 4.080
H -2.931 2.193 2.581
H -1.720 4.552 3.956
H -3.432 4.278 3.983
H -1.983 4.703 1.450
H -3.012 5.824 2.198
H -4.001 5.511 -0.187
H -5.342 5.688 1.059
H -5.371 4.623 -0.258
C 4.664 3.066 1.448
O 3.528 3.129 0.673
C 3.788 3.824 -0.583
C 2.699 3.598 -1.674
N 1.423 4.135 -1.091
C 0.268 3.494 -1.682
C -0.058 4.404 -2.816
O -0.468 5.763 -2.592
C -1.799 6.018 -2.354
H 4.507 2.897 2.513
H 5.036 4.090 1.465
H 5.478 2.470 1.035
H 4.742 3.425 -0.930
H 4.119 4.854 -0.448
H 2.683 2.528 -1.883
H 2.931 4.053 -2.637
H 1.350 5.082 -1.435
H -0.456 3.458 -0.868
H 0.295 2.443 -1.971
H -0.817 3.863 -3.381
H 0.702 4.395 -3.596
H -2.500 5.576 -3.062
H -1.903 7.088 -2.175
H -1.920 5.574 -1.366
C 1.548 -0.446 10.206
O 1.641 -0.582 8.773
C 1.314 -1.897 8.371
C 1.981 -2.047 7.022
N 1.650 -1.084 6.048
C 0.595 -1.401 5.138
C -0.898 -1.480 5.684
O -1.143 -0.361 6.466
C -2.433 -0.381 6.917
H 0.652 -0.996 10.492
H 1.486 0.571 10.595
H 2.483 -0.853 10.591
H 0.231 -1.916 8.249
H 1.708 -2.748 8.928
H 1.674 -3.022 6.644
H 3.057 -2.076 7.197
H 1.280 -0.360 6.647
H 0.941 -2.313 4.652
H 0.565 -0.681 4.320
H -0.940 -2.405 6.259
H -1.622 -1.570 4.874
H -2.647 0.624 7.278
H -2.548 -1.129 7.701
H -3.193 -0.708 6.207
C 6.345 -0.082 2.608
O 5.177 0.213 3.416
C 3.894 -0.275 3.024
C 3.792 -1.818 2.964
N 3.911 -2.486 4.197
C 5.315 -2.554 4.728
C 5.468 -3.549 5.910
O 6.730 -3.519 6.479
C 6.735 -4.233 7.788
H 6.093 0.143 1.571
H 6.634 -1.126 2.485
H 7.153 0.555 2.967
H 3.696 0.255 2.092
H 3.059 0.095 3.619
H 4.545 -2.187 2.267
H 2.914 -2.053 2.363
H 3.336 -1.947 4.829
H 5.624 -1.569 5.078
H 5.828 -2.790 3.796
H 5.362 -4.549 5.489
H 4.676 -3.519 6.658
H 6.150 -5.152 7.815
H 6.229 -3.787 8.644
H 7.800 -4.294 8.011
C 1.711 1.119 -4.624
O 0.646 1.413 -5.597
C 0.837 0.622 -6.730
C -0.287 0.798 -7.736
N -0.217 2.229 -8.128
C -1.287 2.824 -8.842
C -2.425 3.068 -7.888
O -2.005 4.234 -7.142
C -3.063 4.824 -6.406
H 1.492 0.257 -3.995
H 1.993 2.062 -4.154
H 2.687 0.724 -4.905
H 0.922 -0.435 -6.478
H 1.815 0.875 -7.140
H -1.272 0.419 -7.465
H -0.113 0.287 -8.683
H -0.213 2.761 -7.269
H -1.526 1.998 -9.512
H -1.069 3.676 -9.485
H -2.597 2.225 -7.218
H -3.353 3.277 -8.420
H -2.822 5.653 -5.740
H -3.786 4.160 -5.932
H -3.754 5.205 -7.159
C -2.056 0.928 -3.397
C -3.118 0.757 -2.349
C -3.641 2.159 -1.828
O -4.156 -0.056 -2.918
H -2.421 1.418 -4.299
H -1.598 0.020 -3.790
H -1.180 1.470 -3.039
H -2.599 0.358 -1.477
H -2.819 2.840 -1.610
H -4.234 1.907 -0.950
H -4.205 2.563 -2.669
H -3.940 -0.932 -2.589
*
```

Output
Orbital gap (alpha / beta) (eV): 2.61 / 7.89
Calculated total energy (a.u.): -3502.4489